[1]
Here is the molecule C6H11NO from the Open Molecules 2025 dataset. Energies are from wB97M-V/def2-TZVPD.

Results
* highest occupied orbital energy: -8.880 eV
* gap between HOMO and LUMO: 9.86 eV
* total energy: -9936.9567 eV
* E_LUMO: 0.98 eV
* multiplicity: 1
* total charge: 0

XYZ file:
```
19
Properties=species:S:1:pos:R:3:forces:R:3
C -0.988693 0.527158 2.603405 -0.3 -0.1 -1.6
C -0.006572 0.369167 1.405962 -0.2 -0.4 -0.4
O 1.193870 0.464112 1.511600 -0.7 0.2 0.2
N -0.653512 0.161506 0.106504 -0.2 0.2 -0.3
C -0.459559 -1.274760 -0.400288 1.0 1.7 2.2
C 0.867344 -1.150621 -1.202335 -0.7 -0.2 0.3
C 0.946111 0.261513 -1.783259 0.9 1.7 -1.5
C -0.158244 1.056538 -0.984441 1.6 0.7 0.3
H -0.822498 -0.125322 3.433257 0.6 -0.6 0.4
H -0.792411 1.534792 2.948393 -0.3 0.3 0.2
H -2.044981 0.382012 2.282701 0.9 0.4 0.1
H -1.314824 -1.540436 -0.994881 -0.3 -0.1 -0.3
H -0.430116 -1.919644 0.547547 0.1 0.6 -1.6
H 0.818199 -1.855372 -1.984807 0.3 -1.0 -1.0
H 1.697307 -1.394917 -0.557931 0.3 0.1 0.1
H 1.972378 0.782423 -1.694165 -1.5 -1.1 0.4
H 0.812618 0.361433 -2.959480 -0.3 -0.6 2.4
H -0.948177 1.327621 -1.695755 -0.2 -0.1 0.6
H 0.311764 2.032803 -0.582033 -1.0 -1.6 -0.4
```
Forces are in eV/Å.

---

[2]
Here is a 3-piece molecular cluster, C2H12N4O overall from the Open Molecules 2025 dataset. Energies are from wB97M-V/def2-TZVPD.

Results
* highest occupied orbital energy: -8.964 eV
* gap between HOMO and LUMO: 10.03 eV
* total energy: -10273.8903 eV
* E_LUMO: 1.06 eV
* multiplicity: 1
* total charge: 0

XYZ file:
```
19
Properties=species:S:1:pos:R:3:forces:R:3
C 1.566439 -2.073331 0.661064 0.0 -0.1 0.0
N 1.664193 -0.822824 0.752064 0.1 0.3 0.1
H 1.524233 -2.653188 1.575844 0.0 -0.2 0.1
H 1.486589 -2.632702 -0.272772 0.1 0.1 -0.1
H 1.629314 -0.319501 -0.142885 0.1 -0.4 -0.2
N 0.660682 0.593850 -1.672793 0.1 0.1 -0.1
C -0.702215 0.108909 -1.539889 -0.1 -0.1 0.1
N -1.659111 0.995755 -2.197554 0.0 0.0 -0.1
H 0.722638 1.524027 -1.270103 0.0 0.0 0.0
H 0.887836 0.686404 -2.657410 0.0 0.1 0.0
H -0.758738 -0.865822 -2.033662 0.0 0.1 0.1
H -0.901725 -0.026105 -0.466794 0.0 0.0 -0.3
H -1.780705 1.841896 -1.649168 -0.1 -0.1 0.0
H -2.566388 0.550449 -2.266215 0.0 0.0 0.0
N -0.812230 0.903642 2.991598 0.1 0.0 0.2
O -0.589711 0.128650 1.831867 1.1 -0.4 -0.6
H -0.295835 1.777259 2.913391 0.1 -0.2 0.0
H -0.474030 0.387805 3.805676 0.1 0.1 -0.3
H 0.398761 -0.105174 1.637740 -1.5 0.7 1.0
```
Forces are in eV/Å.

---

[3]
Here is C47H68BN7O4S3SeSr as an isolated structure from the Open Molecules 2025 dataset. Energies are from wB97M-V/def2-TZVPD.

Results
* highest occupied orbital energy: -2.171 eV
* gap between HOMO and LUMO: 5.55 eV
* total energy: -167837.2342 eV
* E_LUMO: 3.38 eV
* multiplicity: 1
* total charge: -2

XYZ file:
```
132
Properties=species:S:1:pos:R:3:forces:R:3
Sr -0.305129 -0.216275 0.075882 0.0 -0.4 -0.1
C -0.210698 3.232797 -7.470561 0.0 0.0 0.0
C -0.830193 3.915605 -6.242690 0.0 0.0 0.0
C 0.067042 5.088839 -5.846745 0.0 0.0 0.0
C -2.207011 4.479064 -6.624825 0.0 0.0 0.0
C -0.980003 2.908137 -5.107071 0.0 0.0 0.1
C -0.364195 3.039499 -3.870093 0.0 0.0 0.0
C -0.546706 2.102575 -2.867175 0.0 0.0 0.0
Se 0.435486 2.421303 -1.241915 0.2 0.2 -0.1
C -0.805057 3.448988 -0.199616 -0.1 0.0 0.1
C -0.946280 4.793956 -0.518064 0.0 0.0 0.0
C -1.744572 5.630659 0.239714 0.0 0.0 0.0
C -2.360558 5.062462 1.360162 0.0 0.1 0.0
C -2.236974 3.736312 1.722729 0.0 -0.1 0.1
C -1.453847 2.854637 0.908523 0.0 0.1 -0.1
O -1.341298 1.593905 1.187204 0.1 -0.2 0.0
C -2.867830 3.200596 3.011815 0.0 0.0 0.0
C -3.586709 4.298145 3.800978 0.0 0.0 0.0
C -1.769651 2.636370 3.930474 0.0 0.0 0.0
C -3.892600 2.102982 2.686059 0.0 0.0 0.0
C -1.924507 7.117795 -0.052566 0.0 0.1 0.0
C -1.160001 7.549845 -1.304657 0.0 0.0 0.0
C -1.408997 7.944690 1.134084 0.0 0.0 0.0
C -3.412564 7.425627 -0.275921 0.0 0.0 0.0
C -1.363026 0.936744 -3.012630 0.0 0.2 0.0
O -1.524989 0.119101 -2.024680 0.0 -0.2 0.0
C -1.972723 0.792909 -4.306990 0.0 -0.1 0.0
C -1.761253 1.770639 -5.270576 0.0 0.0 0.0
C -2.864104 -0.380031 -4.767899 0.0 0.0 0.1
C -2.219709 -1.060616 -5.985163 0.0 0.0 0.0
C -4.249824 0.153414 -5.164224 0.0 0.0 0.0
C -3.090758 -1.467067 -3.720556 0.0 0.0 0.0
H -0.104301 3.942635 -8.297696 0.0 0.0 0.0
H 0.775889 2.835737 -7.223767 0.0 0.0 0.0
H -0.828678 2.401171 -7.813080 0.0 0.0 0.0
H 0.148314 5.790936 -6.681269 0.0 0.0 0.0
H -0.340766 5.627401 -4.989362 0.0 0.0 0.0
H 1.072067 4.749928 -5.588903 0.0 0.0 0.0
H -2.117425 5.202463 -7.442130 0.0 0.0 0.0
H -2.883745 3.685290 -6.945849 0.0 0.0 0.0
H -2.660955 4.978209 -5.766595 0.0 0.0 0.0
H 0.279242 3.881929 -3.650795 0.0 0.0 0.0
H -0.396497 5.167481 -1.372829 0.0 0.0 0.0
H -2.940831 5.717123 1.997087 0.0 0.0 0.0
H -2.893133 5.092073 4.087285 0.0 0.0 0.0
H -4.411300 4.735254 3.230521 0.0 0.0 0.0
H -4.004785 3.863805 4.713822 0.0 0.0 0.0
H -1.070424 3.429268 4.203362 0.0 0.0 0.0
H -2.218142 2.237654 4.847863 0.0 0.0 0.0
H -1.222730 1.840565 3.428495 0.0 0.0 0.0
H -4.707984 2.512950 2.082942 0.0 0.0 0.0
H -3.418322 1.296510 2.130011 0.0 0.0 0.0
H -4.318936 1.699473 3.611366 0.0 0.0 0.0
H -0.087280 7.385459 -1.187160 0.0 0.0 0.0
H -1.497854 7.000410 -2.186684 0.0 0.0 0.0
H -1.321618 8.616412 -1.485479 0.0 0.0 0.0
H -0.360212 7.719728 1.330325 0.0 0.0 0.0
H -1.516590 9.016738 0.933527 0.0 0.0 0.0
H -1.950758 7.708800 2.050318 0.0 0.0 0.0
H -3.794848 6.858417 -1.127842 0.0 0.0 0.0
H -4.004458 7.154421 0.599686 0.0 0.0 0.0
H -3.561094 8.493249 -0.471093 0.0 0.0 0.0
H -2.246582 1.631724 -6.232628 0.0 0.0 0.0
H -2.091431 -0.370730 -6.821150 0.0 0.0 0.0
H -1.236784 -1.454118 -5.719287 0.0 0.0 0.0
H -2.843155 -1.894073 -6.325314 0.0 0.0 0.0
H -4.194154 0.883344 -5.973719 0.0 0.0 0.0
H -4.890382 -0.671527 -5.493774 0.0 0.0 0.0
H -4.723747 0.638772 -4.308601 0.0 0.0 0.0
H -2.148632 -1.878456 -3.365879 0.0 0.0 0.0
H -3.627528 -1.062930 -2.865917 0.0 0.0 0.0
H -3.689486 -2.271954 -4.164394 0.0 0.0 0.0
C -3.177843 -2.740770 -0.721164 0.0 0.0 0.1
C -2.719963 -2.940103 0.679947 -0.1 -0.1 0.0
N -1.840220 -2.188975 1.257505 0.1 0.2 0.1
C -1.571418 -2.597547 2.544966 -0.1 -0.1 0.0
C -2.266282 -3.692340 2.946565 0.0 0.0 0.0
S -3.293336 -4.227687 1.683885 0.0 0.1 0.0
C -0.559414 -1.891413 3.333043 0.0 0.0 0.0
C -0.408791 -1.953146 4.681304 -0.1 0.0 0.0
S 0.983254 -1.074841 5.142493 0.0 0.0 -0.1
C 1.281088 -0.671555 3.484329 0.0 0.0 0.2
N 0.386553 -1.143657 2.672783 0.0 0.0 -0.1
C 2.467917 0.112233 3.066367 0.0 0.0 0.0
H -2.693377 -1.854209 -1.125411 0.0 0.0 0.0
H -4.259025 -2.606205 -0.769712 0.0 0.0 0.0
H -2.903325 -3.594899 -1.341015 0.0 0.0 0.0
H -2.186508 -4.215090 3.884414 0.0 0.0 0.0
H -1.049710 -2.441680 5.395706 0.0 0.0 0.0
H 3.148665 0.280054 3.900210 0.0 0.0 0.0
H 2.160567 1.080570 2.657184 0.1 0.0 0.0
H 2.989261 -0.436029 2.278468 0.0 0.0 0.0
N 2.132956 2.853333 1.500882 0.0 0.1 -0.1
C 1.974688 3.657903 2.331604 0.0 0.0 0.0
N 1.943008 4.497508 3.330729 -0.1 0.0 0.0
C 0.930715 5.319661 3.495510 0.0 0.0 0.1
N 0.101900 6.094439 3.755739 0.0 0.0 0.0
C 2.771308 -3.709654 1.519812 0.0 0.0 0.0
N 3.173688 -4.193805 0.205159 0.0 0.0 0.0
C 2.889848 -3.323119 -0.961502 -0.1 0.1 0.1
S 1.191819 -2.656976 -0.919777 -0.1 0.1 0.0
N 3.100361 -4.207050 -2.135159 0.0 0.0 0.0
C 2.664458 -3.731970 -3.444260 0.0 0.0 0.1
H 3.116154 -4.432214 2.265059 0.0 0.0 0.0
H 1.684720 -3.656046 1.560976 0.0 0.0 0.0
H 3.167679 -2.722320 1.781057 0.0 0.0 0.0
H 4.178537 -4.349053 0.221140 0.0 0.0 0.0
H 4.093510 -4.415990 -2.178149 0.0 0.0 0.0
H 1.582504 -3.625299 -3.434390 0.0 0.0 0.0
H 2.931749 -4.494813 -4.181488 0.0 0.0 0.0
H 3.094652 -2.773803 -3.751038 0.0 0.0 0.0
C 3.753758 0.996463 -1.943447 0.0 0.0 0.0
C 4.780089 -0.110816 -1.769396 0.1 0.1 0.0
C 5.946738 0.119955 -2.718575 -0.1 0.0 0.0
O 4.147884 -1.347201 -2.132576 0.1 -0.1 0.0
B 3.733281 -1.987481 -0.981042 0.0 0.0 0.0
O 4.269539 -1.374894 0.148866 -0.1 0.1 -0.1
C 5.187404 -0.348694 -0.278711 0.0 0.0 0.0
C 5.041395 0.871048 0.617113 0.0 0.0 -0.1
C 6.588552 -0.934897 -0.121316 0.0 -0.1 0.0
H 3.382433 0.975237 -2.969772 0.0 0.0 0.0
H 4.174100 1.981517 -1.738304 0.0 0.0 0.0
H 2.902701 0.856017 -1.281239 0.0 0.0 0.1
H 5.553442 0.244664 -3.728548 0.0 0.0 0.0
H 6.636615 -0.722489 -2.722636 0.0 0.0 0.0
H 6.489392 1.027674 -2.445940 0.0 0.0 0.0
H 4.035877 1.287475 0.607535 0.0 0.0 0.0
H 5.734444 1.654957 0.300286 0.0 0.0 0.0
H 5.290872 0.595155 1.642957 0.0 0.0 0.0
H 6.695864 -1.844569 -0.715759 0.0 0.0 0.0
H 6.738636 -1.194112 0.927605 0.0 0.0 0.0
H 7.359844 -0.223516 -0.419825 0.0 0.0 0.0
```
Forces are in eV/Å.

---

[4]
Here is a 14-piece molecular cluster, C6H43N2O13 overall from the Open Molecules 2025 dataset. Energies are from wB97M-V/def2-TZVPD.

Results
* highest occupied orbital energy: -12.305 eV
* gap between HOMO and LUMO: 9.69 eV
* total energy: -36507.4623 eV
* E_LUMO: -2.61 eV
* multiplicity: 1
* total charge: +1

XYZ file:
```
64
Properties=species:S:1:pos:R:3:forces:R:3
C 0.883795 -4.240771 -0.309424 -0.4 3.3 -2.2
C -0.086857 -2.958245 -0.519508 1.9 -0.1 0.2
C 0.908756 -1.799130 -0.845134 0.1 0.2 -0.4
C 0.240902 -0.577763 -1.547745 2.0 -0.3 -0.7
C -0.182903 0.257025 -0.385119 -1.1 0.7 1.4
C -1.717337 0.541478 -0.366146 1.4 3.2 -2.6
N -2.698006 -0.581824 -0.324825 5.4 -3.1 1.0
N -0.784075 -2.631463 0.751650 -1.4 -1.0 -1.6
H 0.385895 -5.094914 -0.006539 -1.1 -1.7 0.7
H 1.294272 -4.411192 -1.354933 0.2 0.0 1.6
H 1.578612 -3.882178 0.484393 -0.1 -0.6 -0.9
H -0.819722 -2.925893 -1.339328 0.1 -1.0 0.1
H 1.327734 -1.539358 0.149564 -0.1 0.1 -1.1
H 1.785501 -2.052575 -1.431615 0.0 -1.0 -0.2
H -0.555917 -0.932053 -2.194345 -0.2 0.1 0.2
H 0.930857 0.016380 -2.301668 -1.1 -1.3 1.7
H 0.142623 -0.303715 0.535158 -0.7 1.4 -0.7
H 0.356570 1.247843 -0.412358 -0.9 -0.8 0.3
H -1.892542 1.259866 0.542844 0.0 -1.5 -2.2
H -1.840375 1.020466 -1.499790 -0.3 -0.7 3.5
H -2.254113 -1.385805 0.269257 -0.2 1.0 0.2
H -2.830412 -1.161464 -1.124912 -0.3 0.5 -1.8
H -3.482819 -0.251213 0.070153 -4.0 1.3 1.8
H -1.162221 -3.530312 1.117105 0.7 1.2 0.2
H -0.080761 -2.195534 1.312260 0.2 0.0 1.4
H -2.330212 -0.784005 2.624029 -0.6 -1.9 0.3
H -1.449409 -0.277061 3.850589 0.4 -0.7 1.9
O -1.729449 -0.164121 2.973219 0.4 2.2 -2.2
H 1.508387 -0.270124 2.031388 -0.2 -2.4 0.7
H 2.042911 -1.695507 2.011626 3.2 -2.4 -1.6
O 1.355901 -1.253544 2.385521 -3.3 4.2 1.0
H 3.819155 -1.685840 1.196555 1.5 1.9 0.3
H 3.599184 -2.679311 0.007872 -1.0 0.9 3.6
O 3.324765 -2.443697 1.011333 0.2 -3.0 -4.0
H -0.369086 -2.637278 -3.874691 0.3 0.5 -0.8
H 0.910601 -2.013975 -4.297393 1.6 0.2 0.1
O -0.001403 -1.973288 -4.505306 -2.0 -0.9 0.7
H -0.537440 3.642657 2.845661 0.6 -1.2 -2.4
H 0.087032 4.608054 2.094916 0.5 0.2 -1.0
O -0.138930 3.683038 1.892000 -1.0 0.9 3.8
H -2.406031 3.701222 -2.476952 1.7 -1.2 1.3
H -3.062509 3.214372 -1.303823 3.1 -0.6 -0.1
O -2.073795 3.162711 -1.662513 -5.2 1.7 -1.9
H 2.898380 0.713018 -1.112009 -0.6 -1.4 0.7
H 4.187446 0.537350 -1.106230 2.9 0.2 -0.5
O 3.531843 0.103352 -0.601794 -2.1 1.3 -1.0
H 2.984958 1.008978 2.192627 4.1 0.2 4.2
H 2.877597 0.948921 0.652862 -0.9 -0.3 2.4
O 2.371892 1.004738 1.562441 -3.1 0.5 -5.9
H -3.513677 1.768881 1.434907 4.8 9.8 -4.5
H -3.229366 0.647415 2.330551 1.4 0.1 1.2
O -3.836997 1.097506 1.781386 -6.6 -9.3 3.5
H -3.356218 -0.745803 -3.726876 -1.3 0.2 -0.9
H -1.877945 -1.144087 -4.024976 -1.1 0.6 1.2
O -2.532639 -0.879419 -3.303704 2.3 -0.8 -0.4
H -0.580061 4.683871 -1.354285 0.1 -0.1 0.7
H -0.013062 4.727045 0.155104 -1.6 0.5 -1.8
O -0.700327 5.096688 -0.486230 1.6 0.0 1.1
H 2.073032 1.925497 -3.141099 -0.2 0.4 -0.6
H 2.513488 2.978032 -1.974332 -0.4 -2.2 -1.1
O 2.406098 2.004635 -2.254296 0.6 2.0 1.7
H 1.031180 -0.333844 3.917629 0.5 -1.2 -1.1
H 0.973651 1.242577 3.765245 -0.2 -1.7 0.9
O 0.826950 0.461156 4.372512 -0.5 3.0 0.5
```
Forces are in eV/Å.